1.
{"formula": "C6H7Br9O3", "method": "ωB97M-V/def2-TZVPD", "relative_energy_kj_mol": 52.0, "lumo_energy_ha": -0.0107, "symbols": ["C", "C", "O", "C", "O", "O", "H", "H", "H", "H", "C", "Br", "Br", "Br", "H", "C", "Br", "Br", "Br", "H", "C", "Br", "Br", "Br", "H"], "coordinates": [[0.6357, 3.9989, 0.5372], [-0.3600, 4.5725, -0.4401], [-0.9248, 3.4267, -1.0458], [-0.6067, 2.3779, -0.2914], [-0.9408, 1.2862, -0.5980], [0.1624, 2.7102, 0.7524], [0.6940, 4.5323, 1.5243], [1.6884, 3.9544, 0.1826], [0.0302, 5.2368, -1.2130], [-1.0343, 5.1428, 0.1661], [0.3181, -3.0744, 2.5987], [2.2296, -3.4782, 2.3814], [0.2440, -1.5350, 3.8501], [-0.8035, -4.4445, 3.2493], [0.0445, -2.6791, 1.5874], [-1.5177, -3.6657, -0.8061], [-2.1199, -1.8139, -0.4606], [-1.6969, -3.9167, -2.7613], [-2.4797, -5.0002, 0.2161], [-0.4345, -3.9131, -0.6507], [1.1912, -0.7926, -1.6562], [1.7957, -0.2740, 0.0260], [2.1417, -2.3713, -2.3754], [1.6120, 0.6520, -2.9987], [0.1313, -0.9320, -1.7745]], "mulliken_charge": [-0.250, -0.318, -0.321, 0.587, -0.405, -0.262, 0.244, 0.231, 0.296, 0.257, 0.240, -0.023, -0.037, 0.014, -0.195, -0.348, 0.053, -0.035, -0.015, 0.329, -0.199, 0.064, -0.083, -0.091, 0.268]}

2.
{"formula": "C20H24ClN3O3S", "method": "ωB97M-V/def2-TZVPD", "relative_energy_kj_mol": 32.6, "lumo_energy_ha": 0.0058, "symbols": ["C", "O", "C", "C", "C", "S", "C", "C", "O", "N", "C", "C", "C", "C", "N", "C", "O", "C", "C", "C", "C", "Cl", "C", "N", "C", "C", "C", "C", "H", "H", "H", "H", "H", "H", "H", "H", "H", "H", "H", "H", "H", "H", "H", "H", "H", "H", "H", "H", "H", "H", "H", "H"], "coordinates": [[4.4840, -5.3204, 5.3102], [4.2715, -4.3750, 4.2888], [3.5440, -4.9261, 3.2105], [3.3029, -3.8629, 2.1901], [3.9593, -3.7796, 0.9950], [3.4662, -2.4426, 0.0676], [2.3480, -1.9576, 1.2826], [1.4979, -0.7732, 1.1160], [0.6386, -0.4990, 1.9213], [1.7310, -0.0403, -0.0821], [2.5636, 1.1493, 0.1081], [1.7965, 2.2931, 0.7493], [0.5736, 2.6285, -0.0940], [-0.2822, 1.3990, -0.3802], [-1.3203, 1.7199, -1.3441], [-2.4345, 2.4147, -1.0098], [-2.6519, 2.8040, 0.1249], [-3.4181, 2.6529, -2.1195], [-3.0523, 2.6979, -3.4624], [-4.0165, 2.9337, -4.4247], [-5.3365, 3.1191, -4.0570], [-6.5317, 3.4122, -5.2815], [-5.7243, 3.0878, -2.7151], [-7.0316, 3.2650, -2.3478], [-4.7347, 2.8555, -1.7583], [0.5542, 0.2261, -0.9077], [-0.2688, -1.0387, -1.0802], [2.3750, -2.8073, 2.3478], [5.0487, -4.8301, 6.0999], [3.5347, -5.6820, 5.7250], [5.0589, -6.1810, 4.9453], [4.0982, -5.7634, 2.7639], [2.5852, -5.3253, 3.5717], [4.7181, -4.4492, 0.6201], [3.4501, 0.8733, 0.6829], [2.9192, 1.4505, -0.8844], [1.4958, 2.0149, 1.7624], [2.4418, 3.1709, 0.8406], [-0.0445, 3.3730, 0.4069], [0.8986, 3.0618, -1.0483], [-0.7570, 1.0751, 0.5502], [-1.2726, 1.3131, -2.2621], [-2.0200, 2.5953, -3.7709], [-3.7469, 2.9855, -5.4709], [-7.2641, 3.3504, -1.3771], [-7.7055, 3.5284, -3.0418], [-4.9975, 2.8368, -0.7078], [0.9552, 0.5123, -1.8929], [-1.0996, -0.8693, -1.7643], [0.3458, -1.8436, -1.4850], [-0.6945, -1.3646, -0.1299], [1.7490, -2.6686, 3.2185]], "mulliken_charge": [-0.742, -0.292, -0.647, 0.711, -0.638, -0.108, 0.453, 0.072, -0.589, 0.455, -0.859, -0.623, -1.049, 0.328, -0.001, 0.146, -0.651, 0.203, -0.482, -0.774, 0.420, -0.251, 0.642, -0.456, -0.664, -0.474, -1.554, -1.172, 0.254, 0.307, 0.297, 0.371, 0.345, 0.427, 0.392, 0.399, 0.334, 0.388, 0.402, 0.271, 0.311, 0.346, 0.472, 0.409, 0.197, 0.146, 0.374, 0.493, 0.451, 0.389, 0.347, 0.475]}

3.
{"formula": "C3H4FN", "method": "ωB97M-V/def2-TZVPD", "relative_energy_kj_mol": 111.4, "lumo_energy_ha": 0.0344, "symbols": ["C", "C", "C", "N", "F", "H", "H", "H", "H"], "coordinates": [[-3.1834, -0.7232, 0.1744], [0.7588, -0.1525, -0.2874], [1.0500, -1.3856, 0.0486], [-3.7039, -0.2708, 1.0913], [1.2657, -2.3212, -0.9080], [0.6614, -0.1012, -1.3674], [0.5325, 0.6550, 0.3872], [-2.4038, -0.9605, -0.5543], [1.0454, -1.7823, 1.0856]], "mulliken_charge": [0.106, -0.755, 0.129, -0.326, -0.236, 0.270, 0.292, 0.218, 0.303]}

4.
{"formula": "C41H97N3O3P", "method": "ωB97M-V/def2-TZVPD", "relative_energy_kj_mol": 432.5, "total_charge": 3, "lumo_energy_ha": -0.1951, "symbols": ["O", "H", "C", "C", "C", "C", "P", "C", "C", "C", "C", "C", "C", "C", "C", "C", "C", "C", "C", "H", "H", "H", "H", "H", "H", "H", "H", "H", "H", "H", "H", "H", "H", "H", "H", "H", "H", "H", "H", "H", "H", "H", "H", "H", "H", "H", "H", "H", "H", "H", "H", "H", "H", "H", "H", "C", "C", "N", "C", "C", "C", "C", "C", "O", "C", "H", "H", "H", "H", "H", "H", "H", "H", "H", "H", "H", "H", "H", "H", "H", "H", "H", "H", "H", "H", "C", "C", "N", "C", "C", "C", "C", "C", "O", "C", "H", "H", "H", "H", "H", "H", "H", "H", "H", "H", "H", "H", "H", "H", "H", "H", "H", "H", "H", "H", "C", "C", "C", "C", "N", "C", "C", "C", "C", "C", "H", "H", "H", "H", "H", "H", "H", "H", "H", "H", "H", "H", "H", "H", "H", "H", "H", "H", "H", "H"], "coordinates": [[-12.5350, -9.3990, -0.9300], [-12.1126, -10.1675, -0.4993], [-19.1298, -8.4206, -4.5382], [-18.5750, -9.8307, -4.1395], [-17.2919, -9.7223, -3.2886], [-16.8034, -11.1150, -2.9921], [-15.5361, -11.9546, -4.2142], [-14.5671, -10.9784, -5.3865], [-15.4621, -10.1075, -6.3754], [-14.5827, -9.2416, -7.2653], [-15.4472, -8.4358, -8.2194], [-16.6285, -12.9334, -5.3062], [-15.8921, -13.7281, -6.3864], [-16.7988, -14.7019, -7.1496], [-17.8469, -13.9245, -7.9337], [-14.5272, -13.1995, -3.2148], [-15.2886, -14.4562, -2.6593], [-14.3661, -15.5006, -1.9690], [-13.7098, -14.9754, -0.6801], [-18.9326, -7.7255, -3.7221], [-20.2002, -8.4224, -4.7441], [-18.6116, -8.1601, -5.4611], [-18.4648, -10.4270, -5.0453], [-19.2698, -10.4148, -3.5361], [-17.6876, -9.2281, -2.4013], [-16.5680, -9.0462, -3.7434], [-17.5394, -11.9149, -2.9117], [-16.1753, -10.9831, -2.1110], [-13.9988, -11.6959, -5.9784], [-13.9878, -10.2633, -4.8026], [-16.0868, -9.4548, -5.7657], [-16.0454, -10.7414, -7.0433], [-13.7750, -9.7550, -7.7870], [-14.0760, -8.5105, -6.6354], [-15.8633, -9.2201, -8.8517], [-14.8760, -7.7948, -8.8908], [-16.2462, -7.8852, -7.7228], [-17.3910, -12.3089, -5.7716], [-17.1647, -13.6138, -4.6447], [-15.0244, -14.2313, -5.9598], [-15.3889, -13.0279, -7.0531], [-17.5204, -15.1893, -6.4940], [-16.2886, -15.5052, -7.6810], [-18.6261, -14.5515, -8.3672], [-17.3980, -13.3611, -8.7517], [-18.3884, -13.1825, -7.3469], [-14.0618, -12.5935, -2.4374], [-13.8041, -13.4835, -3.9794], [-16.0166, -14.8578, -3.3642], [-15.9467, -14.0053, -1.9166], [-13.7026, -15.9288, -2.7204], [-15.1109, -16.2651, -1.7478], [-12.9407, -14.2469, -0.9369], [-13.2824, -15.8771, -0.2415], [-14.4457, -14.5398, -0.0043], [-3.6285, -8.7840, -4.2814], [-4.9335, -9.0359, -3.4498], [-6.2669, -8.5082, -3.9665], [-6.4991, -9.3676, -5.2315], [-7.3532, -8.8246, -2.9106], [-7.5736, -10.2464, -2.5616], [-6.1970, -7.0336, -4.4320], [-6.1534, -5.9653, -3.3414], [-5.2438, -6.2589, -2.2682], [-4.7503, -5.1134, -1.6406], [-2.8615, -9.3943, -3.8046], [-3.2394, -7.7842, -4.0885], [-3.8497, -8.9401, -5.3372], [-4.8360, -8.6433, -2.4377], [-5.1825, -10.0871, -3.3043], [-6.0116, -8.9284, -6.1019], [-7.5709, -9.3471, -5.4290], [-6.2736, -10.4337, -5.2052], [-8.2509, -8.3829, -3.3432], [-7.2382, -8.2083, -2.0189], [-8.4441, -10.2131, -1.9065], [-6.7805, -10.6506, -1.9327], [-7.8621, -10.9137, -3.3738], [-7.0824, -6.7574, -5.0046], [-5.3482, -6.8995, -5.1025], [-7.1515, -5.7669, -2.9509], [-5.7602, -5.0683, -3.8199], [-3.9941, -5.3339, -0.8872], [-5.5958, -4.5011, -1.3270], [-4.2561, -4.5242, -2.4130], [-13.7984, 2.5453, -1.2444], [-14.6311, 1.3291, -1.3407], [-15.5149, 1.1297, -2.6053], [-16.6101, 2.1964, -2.5108], [-14.7030, 1.3374, -3.8951], [-15.5792, 1.1144, -5.1620], [-16.2515, -0.2477, -2.6753], [-15.5405, -1.4869, -3.1624], [-14.1646, -1.5242, -2.7741], [-13.4177, -2.5917, -3.2929], [-13.0849, 2.5915, -0.4217], [-14.2874, 3.5055, -1.4084], [-13.1177, 2.5969, -2.0941], [-15.3520, 1.1913, -0.5349], [-13.9773, 0.4585, -1.2889], [-17.2963, 2.3346, -3.3464], [-16.0678, 3.1369, -2.4139], [-17.2596, 2.0435, -1.6489], [-13.8896, 0.6158, -3.9707], [-14.1975, 2.3031, -3.8980], [-15.9440, 0.0956, -5.2929], [-14.9915, 1.2811, -6.0647], [-16.5511, 1.6046, -5.2173], [-17.2297, -0.0772, -3.1249], [-16.5818, -0.4431, -1.6551], [-15.7332, -1.6936, -4.2151], [-16.0237, -2.3238, -2.6581], [-13.7985, -3.4794, -2.7877], [-12.3431, -2.4333, -3.2019], [-13.6870, -2.7489, -4.3374], [-8.7322, -9.1003, 4.0015], [-8.7799, -7.8468, 4.8154], [-9.3942, -6.6722, 4.0734], [-10.8120, -6.9258, 3.5726], [-11.5478, -5.6784, 2.9460], [-11.6893, -4.6412, 3.9986], [-13.0252, -3.9158, 3.6633], [-13.9727, -5.1008, 3.2140], [-13.0414, -6.1598, 2.5242], [-10.8262, -5.0491, 1.7551], [-8.4598, -10.0103, 4.5360], [-8.0343, -9.1382, 3.1651], [-9.6949, -9.3223, 3.5410], [-7.7902, -7.6289, 5.2169], [-9.2183, -8.1580, 5.7636], [-8.7672, -6.2759, 3.2747], [-9.4024, -5.8596, 4.7998], [-11.4777, -7.1918, 4.3936], [-10.8239, -7.6927, 2.7981], [-10.8576, -3.9383, 4.0473], [-11.8471, -5.1408, 4.9545], [-13.0288, -3.1934, 2.8471], [-13.5211, -3.5963, 4.5798], [-14.7902, -4.8370, 2.5431], [-14.4786, -5.5062, 4.0902], [-13.3014, -5.9604, 1.4845], [-13.2079, -7.2140, 2.7456], [-10.6018, -5.7453, 0.9471], [-9.8878, -4.5437, 1.9837], [-11.4943, -4.2756, 1.3765]], "mulliken_charge": [-1.070, 0.115, -1.220, -0.142, -0.793, -1.236, 0.817, -1.485, 0.196, -0.572, -1.286, -0.994, -0.650, -0.685, -1.144, -1.051, -0.762, -0.651, -1.121, 0.316, 0.378, 0.221, -0.068, 0.522, 0.468, 0.417, 0.611, 0.574, 0.669, 0.739, -0.198, 0.267, 0.426, 0.342, 0.329, 0.404, 0.279, 0.125, 0.768, 0.437, 0.284, 0.255, 0.391, 0.421, 0.294, 0.282, 0.806, 0.558, 0.350, 0.356, 0.374, 0.353, 0.326, 0.383, 0.302, -1.146, -0.667, 0.228, -1.111, -0.383, -1.307, -0.741, -0.805, -0.207, -0.797, 0.393, 0.298, 0.300, 0.520, 0.560, 0.451, 0.441, 0.379, 0.433, 0.340, 0.450, 0.376, 0.323, 0.361, 0.474, 0.386, 0.552, 0.271, 0.282, 0.341, -1.258, -0.189, 0.167, -1.037, -0.440, -1.128, -0.759, -0.920, -0.223, -0.806, 0.379, 0.342, 0.365, 0.379, 0.266, 0.388, 0.388, 0.420, 0.343, 0.501, 0.241, 0.402, 0.296, 0.420, 0.577, 0.522, 0.475, 0.322, 0.237, 0.334, -1.208, -0.584, -0.426, -1.026, 0.327, -0.609, -0.658, -0.613, -0.438, -1.115, 0.388, 0.294, 0.299, 0.378, 0.321, 0.349, 0.319, 0.336, 0.693, 0.319, 0.433, 0.325, 0.368, 0.380, 0.311, 0.293, 0.326, 0.378, 0.371, 0.452]}